ORCA calculation (wB97M-V/def2-TZVPD) on C17H17F3N4O2 in the gas phase in a non-equilibrium geometry.

Geometry as XYZ:
```
43
C17H17F3N4O2 | OMol25 | wB97M-V/def2-TZVPD
C 5.19752 0.58631 1.59106
O 4.66915 1.28636 0.51308
C 3.30743 1.51194 0.44340
C 2.64329 1.91451 1.62835
C 1.27388 1.88965 1.72620
C 0.48489 1.61667 0.54068
C -1.02053 1.53585 0.73013
C -1.87949 2.05325 1.67751
N -3.19863 1.68234 1.48916
C -3.32058 0.97695 0.39442
N -4.44731 0.47074 -0.14904
C -4.24553 -0.31600 -1.10873
N -5.35455 -0.92118 -1.57271
N -3.14102 -0.75029 -1.60437
C -2.03093 -0.24659 -1.10416
O -0.82656 -0.77793 -1.38296
C -0.46459 -2.06485 -0.79726
C -0.50430 -2.05089 0.73628
C -1.15242 -3.26867 -1.47225
C -2.07569 0.80692 -0.17776
C 1.11392 1.45091 -0.66855
C 2.59073 1.34888 -0.70881
C 3.19784 0.68433 -2.02049
F 2.38349 0.66499 -3.11551
F 4.35648 1.29219 -2.37636
F 3.48228 -0.58868 -1.63494
H 4.43311 -0.00456 2.09026
H 5.53957 1.28150 2.31257
H 5.92884 -0.15283 1.38727
H 3.24556 1.96942 2.54935
H 0.78797 2.06755 2.66650
H -1.64848 2.72606 2.52547
H -3.90854 1.86017 2.17774
H -6.03000 -1.12016 -0.84910
H -5.14087 -1.62776 -2.25163
H 0.60585 -2.25829 -1.06190
H -1.47871 -2.19942 1.15902
H -0.22299 -1.02543 1.01429
H 0.24253 -2.70354 1.19234
H -0.81306 -3.52405 -2.40964
H -2.20085 -3.13697 -1.69337
H -0.93637 -4.10764 -0.87351
H 0.55765 1.16827 -1.51203
```

## Properties
E_HOMO ... -0.29711 Ha
LUMO level ... 0.6 eV
ΔE to the lowest compared entry with this formula, charge and spin ... 0.0 kcal per mole
Orbital gap ... 8.6782 eV

These are the Mulliken partial charges, in e, on atoms 1 to 6: atom 1 (C): -1.018, atom 2 (O): -0.496, atom 3 (C): 0.500, atom 4 (C): -0.373, atom 5 (C): -1.083, atom 6 (C): 0.707

***

ORCA calculation (wB97M-V/def2-TZVPD) on a molecular structure, C17H17F4N5PtS2 in a non-equilibrium geometry.

Geometry as XYZ:
```
46
C17H17F4N5PtS2 | OMol25 | wB97M-V/def2-TZVPD
Pt -0.14584 -0.06002 -0.19677
C 0.37080 -2.96678 -0.59181
N -0.59799 -2.14822 0.15096
C -1.97814 -2.50158 -0.21388
C -0.36310 -2.26412 1.61560
C -0.88257 -1.10181 2.41824
N -0.50518 0.12710 1.75172
C -0.70061 1.34394 2.32117
C -0.38920 2.50382 1.58666
F 0.08876 2.35316 0.31168
C -0.55584 3.77999 2.06082
F -0.23346 4.80675 1.26370
C -1.04535 4.01950 3.32982
C -1.35944 2.90466 4.07658
F -1.84290 3.05730 5.31756
C -1.20279 1.61621 3.60393
F -1.56348 0.61133 4.43659
H 0.19563 -4.03191 -0.40691
H 1.38119 -2.70583 -0.28515
H 0.27231 -2.76395 -1.65622
H -2.17640 -3.55431 0.01777
H -2.12097 -2.33808 -1.27973
H -2.67910 -1.87325 0.33002
H 0.71542 -2.34446 1.74940
H -0.81917 -3.18166 2.00701
H -0.45228 -1.18922 3.41773
H -1.97218 -1.16620 2.53845
H -1.17941 5.02011 3.71100
S 0.12471 -0.33984 -4.96495
C 0.05114 -0.24738 -3.34983
N 0.01451 -0.19257 -2.18211
N 7.16466 -0.39681 1.15528
C 6.56266 0.12054 0.07419
S 7.43665 0.71003 -1.18590
C 5.05495 0.12056 0.09050
C 4.31444 -0.36604 1.16368
C 2.93213 -0.31900 1.11263
N 2.26493 0.17449 0.07602
C 2.96735 0.63545 -0.96358
C 4.35028 0.62292 -0.99369
H 8.17014 -0.40017 1.17447
H 6.66371 -0.75731 1.94539
H 4.77202 -0.76971 2.05568
H 2.33433 -0.67450 1.94431
H 2.39390 1.02420 -1.79530
H 4.88716 1.00898 -1.84861
```

## Properties
E_HOMO ... -0.27328 Ha
LUMO level ... -0.9 eV
Orbital gap ... 6.5079 eV

These are the Mulliken partial charges, in e, on atoms 1 to 6: atom 1 (Pt): 0.853, atom 2 (C): -0.993, atom 3 (N): 0.055, atom 4 (C): -1.046, atom 5 (C): -1.183, atom 6 (C): -0.613

***

ORCA calculation (wB97M-V/def2-TZVPD) on a molecular structure, C17H17N4O11PtS in a non-equilibrium geometry.

Geometry as XYZ:
```
51
C17H17N4O11PtS | OMol25 | wB97M-V/def2-TZVPD
Pt -1.60452 0.08025 0.61607
O -2.22673 -2.69306 2.76201
S -2.79167 -2.15372 1.55843
O -3.90185 -2.85999 0.99022
O -3.13617 -0.63080 1.71836
O -1.66211 -1.96188 0.49750
O -3.31566 3.94401 -0.35477
C -2.65379 3.08386 0.20384
O -2.44443 1.89067 -0.21329
C -1.92102 3.52095 1.48950
C -1.35970 2.59538 2.34961
C -0.55585 3.02623 3.37163
C -0.34180 4.36118 3.65151
C -0.98072 5.26234 2.81581
C -1.74797 4.88119 1.73333
N -0.80956 6.71713 3.10474
O -1.34868 7.50330 2.35542
O -0.15438 7.01802 4.08227
N 0.15917 2.01656 4.22445
O 0.15070 0.87033 3.83642
O 0.69449 2.42296 5.23604
H -1.68968 1.57873 2.19993
H 0.27884 4.67716 4.47286
H -2.20880 5.59913 1.07251
C 3.00125 -4.97115 -1.53086
C 2.48012 -4.32025 -2.80208
N 1.68983 -3.11708 -2.54200
C 0.23919 -3.22943 -2.70657
C -0.41839 -4.13208 -1.67774
C 2.38072 -1.98009 -2.30092
O 3.60321 -1.93205 -2.33892
C 1.61511 -0.73469 -1.95955
C 1.91510 0.46568 -2.58684
C 1.24582 1.61069 -2.19670
C 0.28702 1.52867 -1.20033
N 0.00575 0.37039 -0.59347
C 0.67347 -0.73478 -0.94939
H 3.59432 -5.85383 -1.77502
H 2.18499 -5.27370 -0.87614
H 3.63852 -4.27342 -0.98970
H 1.83981 -5.00644 -3.35936
H 3.31909 -4.04116 -3.44108
H 0.05625 -3.61463 -3.71570
H -0.20084 -2.23510 -2.67111
H -0.03574 -5.15141 -1.74237
H -1.49431 -4.16177 -1.84763
H -0.26990 -3.76463 -0.66292
H 2.66761 0.48825 -3.36342
H 1.44344 2.56620 -2.65975
H -0.29470 2.37891 -0.88049
H 0.40511 -1.63106 -0.40439
```

## Properties
Charge ... -1
E_HOMO ... -0.22592 Ha
LUMO level ... 1.3 eV
ΔE to the lowest compared entry with this formula, charge and spin ... 16.4 kcal per mole
Orbital gap ... 7.4924 eV

These are the Mulliken partial charges, in e, on atoms 1 to 6: atom 1 (Pt): 0.814, atom 2 (O): -0.623, atom 3 (S): 1.031, atom 4 (O): -0.619, atom 5 (O): -0.597, atom 6 (O): -0.372

***

ORCA calculation (wB97M-V/def2-TZVPD) on a molecular structure, C17H17N6O3SV.

Geometry as XYZ:
```
45
C17H17N6O3SV | OMol25 | wB97M-V/def2-TZVPD
V 0.04597 -0.36389 -0.06991
N -1.99752 0.27576 -0.48610
C -2.73232 0.11968 0.79930
C -2.31087 -1.19711 1.46865
O -3.11441 -1.84569 2.12352
N -1.02988 -1.46518 1.20723
C -0.39212 -2.68671 1.62294
C 0.71464 -2.99277 0.61984
O 1.21810 -4.07165 0.47760
O 1.07142 -1.93082 -0.13912
H -2.40474 -0.36611 -1.16328
H -2.11512 1.20639 -0.87485
H -2.44171 0.94757 1.44758
H -3.81187 0.13330 0.65957
H 0.07038 -2.59108 2.61235
H -1.08281 -3.53039 1.66831
S 0.97076 1.18164 1.32836
C 1.93232 2.00253 0.10677
N 2.80282 2.93742 0.32515
N 3.03443 3.30006 1.55984
C 3.96625 4.30362 1.86073
C 4.64495 4.98517 0.85630
C 5.54741 5.97579 1.20992
C 5.77708 6.29080 2.54149
C 5.09524 5.60142 3.53393
C 4.19018 4.60825 3.19984
N 1.81734 1.72445 -1.25130
N 1.03748 0.78483 -1.54307
C 0.86998 0.54195 -2.93841
C 1.08307 1.53334 -3.89001
C 0.86520 1.23617 -5.22427
C 0.44390 -0.03144 -5.60671
C 0.24140 -1.01590 -4.65043
C 0.45165 -0.73057 -3.30931
H 2.57784 2.80699 2.32080
H 4.46616 4.73626 -0.17886
H 6.07787 6.50682 0.43035
H 6.48312 7.06704 2.80315
H 5.26733 5.83514 4.57609
H 3.65930 4.06811 3.97472
H 1.40934 2.51487 -3.57799
H 1.02271 2.00149 -5.97275
H 0.27877 -0.25100 -6.65296
H -0.06392 -2.01083 -4.94470
H 0.35885 -1.51640 -2.56641
```

## Properties
Multiplicity ... 3
E_HOMO (spin up / spin down) ... -0.29812 / -0.29951 Ha
⟨S²⟩ ... 2.018
LUMO level (spin up / spin down) ... -1.4 / -1.4 eV
ΔE to the lowest compared entry with this formula, charge and spin ... 2.3 kcal per mole
Orbital gap (spin up / spin down) ... 6.6778 / 6.7079 eV

These are the Mulliken partial charges, in e, on atoms 1 to 6: atom 1 (V): 0.310, atom 2 (N): -0.508, atom 3 (C): -0.353, atom 4 (C): 0.338, atom 5 (O): -0.700, atom 6 (N): 0.005

***

ORCA calculation (wB97M-V/def2-TZVPD) on C17H17N7O in the gas phase in a non-equilibrium geometry.

Geometry as XYZ:
```
42
C17H17N7O | OMol25 | wB97M-V/def2-TZVPD
C -0.21709 1.39695 -3.83002
C 0.41113 1.97671 -2.59420
C 0.79687 3.25118 -2.39424
N 1.18419 3.48605 -1.09248
C 1.07503 2.34221 -0.49498
C 1.52137 2.06753 0.84451
N 1.18144 0.66776 1.23131
C 0.40833 0.24977 2.36457
N 0.34696 1.11051 3.38398
C -0.24987 0.62895 4.47966
N -0.29520 1.42956 5.54916
N -0.92252 -0.53672 4.50843
C -0.88301 -1.30000 3.40952
C -1.51164 -2.54299 3.12961
C -1.16823 -2.92443 1.91058
N -0.47917 -1.87670 1.27325
C -0.11965 -1.90488 -0.18418
C 0.83810 -2.95422 -0.65602
C 2.20787 -2.84427 -0.54785
C 3.08758 -3.93989 -0.65344
C 2.48130 -5.18613 -1.00571
C 1.09887 -5.26911 -1.27678
N 0.29656 -4.19729 -0.93979
C -0.25243 -0.96835 2.29340
O 0.52417 1.43638 -1.34792
H 0.57006 1.58947 -4.65388
H -1.16252 1.80131 -3.96466
H -0.31410 0.27218 -3.58460
H 0.82012 4.09401 -3.10905
H 1.24170 2.76352 1.61127
H 2.64138 2.04348 0.70607
H 0.92194 0.17969 0.38695
H -1.08682 1.15358 6.02044
H -0.32605 2.38765 5.12597
H -2.16318 -3.02002 3.82507
H -1.44362 -3.83248 1.28044
H 0.30564 -0.99656 -0.53255
H -0.98318 -2.00817 -0.82749
H 2.70428 -1.91974 -0.36034
H 4.09725 -3.70190 -0.33597
H 3.13001 -6.05239 -1.26778
H 0.74225 -6.27565 -1.59203
```

## Properties
E_HOMO ... -0.28567 Ha
LUMO level ... 0.3 eV
Orbital gap ... 8.1190 eV

These are the Mulliken partial charges, in e, on atoms 1 to 6: atom 1 (C): -1.096, atom 2 (C): 0.363, atom 3 (C): -0.250, atom 4 (N): -0.656, atom 5 (C): 0.664, atom 6 (C): -0.739